Entry 1:
Molecular formula: C4H12
Method: DFT, ωB97M-V/def2-TZVPD

LUMO level = 1.12 eV
orbital gap = 12.7 eV
net charge = 0
HOMO energy = -11.6195 eV

Each atom is followed by the atoms it is bonded to, with distances in Å.
Geometry (Å):
1 C 1.14 -0.40 1.29  C2 1.537, H3 1.083, H4 1.076, H5 1.096
2 C 1.90 0.08 2.54  C1 1.537, H6 1.086, H7 1.083, H8 1.086
3 H 0.87 -1.44 1.42  C1 1.083
4 H 0.40 0.33 0.98  C1 1.076
5 H 1.84 -0.50 0.45  C1 1.096
6 H 1.22 0.20 3.37  C2 1.086
7 H 2.35 1.04 2.36  C2 1.083
8 H 2.66 -0.65 2.79  C2 1.086
9 C -1.23 0.14 -1.22  C10 1.518, H11 1.095, H12 1.088, H13 1.084
10 C -1.83 0.17 -2.61  C9 1.518, H14 1.088, H15 1.090, H16 1.083
11 H -1.05 1.10 -0.73  C9 1.095
12 H -1.96 -0.28 -0.53  C9 1.088
13 H -0.27 -0.38 -1.17  C9 1.084
14 H -2.92 0.17 -2.58  C10 1.088
15 H -1.55 1.02 -3.24  C10 1.090
16 H -1.58 -0.72 -3.17  C10 1.083



Entry 2:
Molecular formula: C6H7BrIN
Method: DFT, ωB97M-V/def2-TZVPD

LUMO level = 0.09 eV
orbital gap = 8.3 eV
net charge = 0
HOMO energy = -8.2559 eV

Each atom is followed by the atoms it is bonded to, with distances in Å.
Geometry (Å):
1 C 1.55 -0.87 0.29  C2 1.312, Br8 1.818
2 C 1.56 0.43 0.16  C1 1.312, C4 1.483, I9 2.256
3 C -0.57 -1.44 -0.03  C5 1.465, N7 1.186
4 C 0.46 1.42 0.31  C2 1.483, C6 1.526, H10 1.090, H11 1.084
5 C -1.20 -0.26 -0.62  C3 1.465, C6 1.543, H12 1.113, H13 1.224
6 C -0.99 0.95 0.32  C4 1.526, C5 1.543, H14 1.040, H15 1.083
7 N -0.71 -2.58 0.27  C3 1.186, H16 0.942
8 Br 2.62 -2.27 -0.17  C1 1.818
9 I 3.51 1.54 -0.10  C2 2.256
10 H 0.76 1.81 1.28  C4 1.090
11 H 0.59 2.19 -0.44  C4 1.084
12 H -0.74 0.05 -1.58  C5 1.113
13 H -2.31 -0.51 -1.05  C5 1.224
14 H -1.34 0.76 1.29  C6 1.040
15 H -1.62 1.72 -0.09  C6 1.083
16 H -1.57 -2.95 0.16  N7 0.942



Entry 3:
Molecular formula: C4H12
Method: DFT, ωB97M-V/def2-TZVPD

LUMO level = 1.10 eV
orbital gap = 12.2 eV
net charge = 0
HOMO energy = -11.1261 eV

Each atom is followed by the atoms it is bonded to, with distances in Å.
Geometry (Å):
1 C -1.43 0.84 -1.41  C2 1.554, H3 1.063, H4 1.026, H5 1.042
2 C -2.57 -0.20 -1.26  C1 1.554, H6 1.133, H7 1.096, H8 1.018
3 H -1.18 1.09 -2.42  C1 1.063
4 H -1.64 1.69 -0.88  C1 1.026
5 H -0.64 0.41 -0.89  C1 1.042
6 H -3.54 0.37 -1.44  C2 1.133
7 H -2.85 -0.53 -0.25  C2 1.096
8 H -2.44 -0.86 -2.02  C2 1.018
9 C 1.93 -0.76 0.67  C10 1.465, H11 1.068, H12 1.131, H13 1.065
10 C 2.20 0.01 1.89  C9 1.465, H14 0.976, H15 1.192, H16 1.107
11 H 2.44 -1.69 0.81  C9 1.068
12 H 0.81 -0.79 0.49  C9 1.131
13 H 2.39 -0.24 -0.14  C9 1.065
14 H 3.00 -0.36 2.32  C10 0.976
15 H 1.34 -0.10 2.71  C10 1.192
16 H 2.17 1.11 1.84  C10 1.107



Entry 4:
Molecular formula: C6H17N2
Method: DFT, ωB97M-V/def2-TZVPD

LUMO level = -3.48 eV
orbital gap = 9.7 eV
net charge = +1
HOMO energy = -13.2219 eV

Each atom is followed by the atoms it is bonded to, with distances in Å.
Geometry (Å):
1 C 3.00 1.37 1.70  C2 1.536, H9 1.083, H10 1.088, H11 1.084
2 C 1.95 0.67 0.82  C1 1.536, N3 1.520, H12 1.090, H13 1.093
3 N 0.58 1.20 1.21  C2 1.520, C4 1.454, H14 1.014
4 C -0.27 1.19 0.04  N3 1.454, C5 1.519, H15 1.099, H16 1.091
5 C -0.46 -0.12 -0.72  C4 1.519, N6 1.553, C7 1.529, H17 1.085
6 N -1.47 0.24 -1.84  C5 1.553, H18 1.019, H19 1.015, H20 1.013
7 C -1.08 -1.26 0.08  C5 1.529, C8 1.521, H21 1.091, H22 1.089
8 C -1.92 -2.26 -0.70  C7 1.521, H23 1.091, H24 1.084, H25 1.092
9 H 4.04 1.27 1.42  C1 1.083
10 H 2.90 0.85 2.65  C1 1.088
11 H 2.77 2.43 1.78  C1 1.084
12 H 1.98 -0.40 1.05  C2 1.090
13 H 2.12 0.86 -0.25  C2 1.093
14 H 0.20 0.40 1.72  N3 1.014
15 H -1.25 1.58 0.34  C4 1.099
16 H 0.15 1.96 -0.62  C4 1.091
17 H 0.43 -0.42 -1.26  C5 1.085
18 H -2.36 0.35 -1.37  N6 1.019
19 H -1.24 1.04 -2.43  N6 1.015
20 H -1.55 -0.60 -2.40  N6 1.013
21 H -1.69 -0.77 0.85  C7 1.091
22 H -0.31 -1.81 0.62  C7 1.089
23 H -2.95 -1.95 -0.89  C8 1.091
24 H -1.99 -3.18 -0.13  C8 1.084
25 H -1.58 -2.62 -1.67  C8 1.092



Entry 5:
Molecular formula: C5H11O2
Method: DFT, ωB97M-V/def2-TZVPD

LUMO level = 3.85 eV
orbital gap = 7.7 eV
net charge = -1
HOMO energy = -3.8840 eV

Each atom is followed by the atoms it is bonded to, with distances in Å.
Geometry (Å):
1 C 0.97 0.27 1.73  C2 1.567, C3 1.559, H6 1.096, H7 1.090
2 C 1.09 -1.21 1.22  C1 1.567, H8 1.095, H9 1.090, H10 1.090
3 C 0.99 1.25 0.52  C1 1.559, O4 1.256, O5 1.258
4 O -0.06 1.28 -0.18  C3 1.256
5 O 2.14 1.67 0.24  C3 1.258
6 H 0.01 0.24 2.25  C1 1.096
7 H 1.84 0.41 2.37  C1 1.090
8 H 2.14 -1.44 1.03  C2 1.095
9 H 0.59 -1.37 0.26  C2 1.090
10 H 0.62 -1.87 1.95  C2 1.090
11 C -2.68 -0.93 -1.16  C12 1.512, H13 1.089, H14 1.097, H15 1.096
12 C -1.74 -1.51 -2.20  C11 1.512, H16 1.097, H17 1.092, H18 1.092
13 H -2.49 0.02 -0.68  C11 1.089
14 H -3.70 -0.95 -1.55  C11 1.097
15 H -2.80 -1.57 -0.28  C11 1.096
16 H -2.17 -2.50 -2.39  C12 1.097
17 H -1.51 -0.92 -3.09  C12 1.092
18 H -0.71 -1.68 -1.89  C12 1.092



> HOMO energy of number 3 (C4H12)?

-11.1261 eV